[1]
Formula: C4H8N2O2
Source: OMol25
Level of theory: ωB97M-V/def2-TZVPD

As for the molar mass: 116.1 g/mol. The calculation puts the frontier orbital gap at 7.96 eV. The value obtained for the energy relative to the best compared isomer or geometry (same formula, charge and spin) is 72.1 kcal/mol. The multiplicity is 1. The calculation puts the total energy at -11350.9868 eV. The HOMO energy is -7.24 eV.

Last column: Mulliken charge in e.
CARTESIAN COORDINATES (ANGSTROEM)
C 1.33673 1.72156 -0.30019  -1.23
C 0.43653 0.63522 0.17338  0.75
C 0.56512 -0.72269 -0.07227  -0.38
N 1.49420 -1.21075 -1.01315  -0.57
O -0.71751 0.98639 0.71331  -0.55
C -1.64067 -0.29709 0.18529  0.58
N -2.18652 -0.87996 1.30036  -0.45
O -2.11132 -0.25377 -0.91457  -0.54
H 2.38137 1.41841 -0.23900  0.34
H 1.16983 2.61927 0.30296  0.37
H 1.09473 1.98665 -1.33164  0.28
H 0.33356 -1.39626 0.73768  0.40
H 1.59667 -2.21441 -1.00890  0.26
H 1.31643 -0.88920 -1.95762  0.22
H -1.88019 -0.49863 2.18292  0.27
H -3.18897 -1.00475 1.24143  0.27


[2]
Formula: C16H11BrN2O2PtS
Source: OMol25
Level of theory: ωB97M-V/def2-TZVPD

As for the molar mass: 570.3 g/mol. The calculation puts the frontier orbital gap (spin up / spin down) at 7.19 / 7.11 eV. The value obtained for the energy relative to the best compared isomer or geometry (same formula, charge and spin) is 0.0 kcal/mol. The multiplicity is 3. The calculation puts the total energy at -107970.5434 eV. The HOMO energy (spin up / spin down) is -7.62 / -8.17 eV.

Last column: Löwdin spin population.
CARTESIAN COORDINATES (ANGSTROEM)
Pt -0.70557 -1.62802 0.11118  1.30
Br 1.27783 -2.53285 -2.68786  0.01
C 2.21460 -2.45540 -1.03908  0.01
C 3.59480 -2.47956 -1.00810  0.00
C 4.20994 -2.39223 0.23399  0.00
C 3.43255 -2.32095 1.37760  0.00
C 2.05622 -2.31440 1.24547  0.01
N 1.46106 -2.36349 0.04865  0.04
C 1.12002 -2.23865 2.45340  0.01
O 1.60664 -2.44230 3.55113  0.02
O -0.09753 -1.96374 2.17348  0.13
H 4.16098 -2.57002 -1.92281  0.00
H 5.28972 -2.38395 0.30373  0.00
H 3.86050 -2.27090 2.36864  0.00
C 1.58885 0.86278 -0.24175  0.00
C 0.20053 1.41980 -0.27747  0.02
C -0.01431 2.81032 -0.23503  0.00
C -1.28703 3.30170 -0.23791  0.00
C -2.37999 2.41673 -0.32174  0.00
C -3.71997 2.85775 -0.34409  0.02
C -4.73247 1.94871 -0.46936  0.00
C -4.45360 0.57822 -0.58422  0.03
C -3.15964 0.10680 -0.54777  0.01
S -2.84034 -1.60845 -0.68783  0.26
C -2.09396 1.03151 -0.39809  0.01
N -0.80981 0.57338 -0.35027  0.11
H 2.32969 1.65815 -0.29240  0.00
H 1.74015 0.18201 -1.07977  0.00
H 1.73940 0.30933 0.68597  0.00
H 0.83986 3.47188 -0.19483  0.00
H -1.47658 4.36742 -0.19224  0.00
H -3.92686 3.91758 -0.26283  0.00
H -5.76234 2.28173 -0.48234  0.00
H -5.26334 -0.13088 -0.69545  0.00


[3]
Formula: C28H26F6IN4O5PtS2Te
Source: OMol25
Level of theory: ωB97M-V/def2-TZVPD

As for the molar mass: 1126.2 g/mol. The calculation puts the frontier orbital gap (spin up / spin down) at 8.02 / 5.05 eV. The multiplicity is 2. As for the net charge: +2. The calculation puts the total energy at -102253.5221 eV. The HOMO energy (spin up / spin down) is -14.08 / -14.08 eV.

Last column: Löwdin spin population.
CARTESIAN COORDINATES (ANGSTROEM)
Pt -0.14509 0.27183 -0.38496  0.04
F -2.42446 -3.26614 2.62111  0.00
C -2.69751 -2.18440 1.90661  0.00
F -2.18813 -1.11687 2.55019  0.00
F -3.99089 -2.03766 1.76121  0.00
S -1.84687 -2.34226 0.26826  0.00
O -0.48751 -2.63743 0.61953  0.03
O -2.60449 -3.18017 -0.58235  0.00
N -1.96043 -0.74603 -0.18858  0.00
S -2.35717 -0.32056 -1.71183  0.00
O -3.13973 -1.13067 -2.55443  0.00
O -1.02358 0.13799 -2.23809  0.01
C -3.32398 1.24284 -1.37736  0.00
F -2.75301 1.97340 -0.43218  0.00
F -4.53227 0.88278 -1.00332  0.00
F -3.35758 1.91337 -2.51079  0.00
C 1.35243 -5.14099 7.96954  0.01
C 1.21581 -4.24518 6.77884  0.04
C 0.37248 -3.13621 6.80664  0.01
C 0.20799 -2.28799 5.72120  0.04
C -0.80021 -1.17765 5.81460  0.00
C 1.00956 -2.57145 4.60219  0.17
Te 1.15089 -1.40184 2.83428  0.24
N 0.51277 0.25353 1.47901  0.24
C 0.27316 0.96175 2.53054  0.03
O 0.60928 0.33114 3.67130  -0.01
C -0.29692 2.30043 2.64202  0.01
C -0.30216 3.16933 1.54882  0.00
C -0.87463 4.42129 1.67150  0.00
C -1.45522 4.80188 2.87596  0.00
C -1.45477 3.93852 3.96355  0.00
C -0.86979 2.68973 3.85454  0.00
C 3.18361 -1.00297 2.74472  0.03
C 3.78829 -0.50566 3.89640  0.01
C 5.13540 -0.19587 3.84978  0.00
C 5.84366 -0.40122 2.67086  0.00
C 5.21925 -0.90950 1.54314  0.00
C 3.86301 -1.23032 1.54931  0.00
C 3.22592 -1.82298 0.32307  0.01
C 1.78741 -3.73850 4.47540  0.03
C 2.51429 -4.16025 3.22420  0.01
C 1.90413 -4.53420 5.60082  0.01
H 0.69914 -4.83321 8.78235  0.00
H 2.38161 -5.13081 8.33284  0.00
H 1.11392 -6.17149 7.70343  0.00
H -0.19595 -2.92970 7.70523  0.00
H -1.26329 -1.19098 6.79818  0.00
H -1.59189 -1.30748 5.07401  0.00
H -0.35032 -0.20083 5.66741  0.00
H 0.14363 2.87084 0.60885  0.00
H -0.87156 5.10256 0.83186  0.00
H -1.90901 5.77965 2.96691  0.00
H -1.90704 4.24192 4.89746  0.00
H -0.86196 2.01609 4.70000  0.00
H 3.22220 -0.35440 4.80748  0.00
H 5.62980 0.19995 4.72598  0.00
H 6.89908 -0.16629 2.63328  0.00
H 5.79207 -1.06881 0.63773  0.00
H 3.49801 -1.24661 -0.56175  0.00
H 2.13168 -1.85758 0.36216  0.01
H 3.57400 -2.84539 0.16392  0.00
H 2.07114 -3.78490 2.29432  0.01
H 2.47222 -5.24487 3.13264  0.00
H 3.56422 -3.86450 3.25184  0.00
H 2.52542 -5.42094 5.54957  0.00
I 5.48408 2.72814 -0.76950  0.00
C 3.64902 1.90982 -1.21122  0.00
C 3.22136 1.41168 -2.42677  0.00
N 1.96429 0.97881 -2.25972  0.00
N 1.53784 1.20636 -1.00242  0.00
C 2.56144 1.75503 -0.34961  0.00
H 3.71022 1.36267 -3.38584  0.00
H 1.31107 0.65890 -2.96121  0.00
H 2.47229 2.02974 0.68825  0.00


[4]
Formula: C2H3LiO2Tb
Source: OMol25
Level of theory: ωB97M-V/def2-TZVPD

As for the molar mass: 224.9 g/mol. The calculation puts the frontier orbital gap (spin up / spin down) at 8.90 / 8.94 eV. The value obtained for the energy relative to the best compared isomer or geometry (same formula, charge and spin) is 0.0 kcal/mol. The multiplicity is 7. As for the net charge: +3. The calculation puts the total energy at -28821.1385 eV. The HOMO energy (spin up / spin down) is -24.22 / -22.62 eV.

Last column: Löwdin spin population.
CARTESIAN COORDINATES (ANGSTROEM)
O -2.44124 1.02458 -0.72429  0.00
C -1.71033 0.40400 -0.15776  0.00
C -0.70014 -0.42716 0.57147  0.00
O 0.43606 -0.57072 -0.16709  0.03
Tb 2.29522 0.77375 -0.17319  6.41
H -1.25053 -1.36369 0.78874  0.00
H -0.59004 0.10100 1.53991  0.00
Li 0.65470 -2.24511 -1.04408  0.01
H 3.30629 2.30335 -0.63371  -0.46


[5]
Formula: C4H7NO2S
Source: OMol25
Level of theory: ωB97M-V/def2-TZVPD

As for the molar mass: 133.2 g/mol. The calculation puts the frontier orbital gap at 8.57 eV. The value obtained for the energy relative to the best compared isomer or geometry (same formula, charge and spin) is 66.6 kcal/mol. The multiplicity is 1. The calculation puts the total energy at -20679.8462 eV. The HOMO energy is -8.08 eV.

Last column: Mulliken charge in e.
CARTESIAN COORDINATES (ANGSTROEM)
C 2.18452 1.38526 -0.64074  -0.78
S 0.39364 1.86546 -0.38162  -0.07
C -0.32854 0.24001 0.07237  -0.12
C -1.07951 0.15976 1.27015  -0.18
N -1.97663 -0.85491 1.70996  -0.44
C -0.46837 -0.92503 -0.81508  0.71
O -1.41687 -1.74399 -0.46990  -0.75
O 0.13538 -0.81688 -2.02785  -0.42
H 2.57499 1.28194 0.43828  0.26
H 2.48355 0.37937 -1.05176  0.26
H 2.61683 2.14413 -1.33361  0.31
H -0.58892 0.98108 1.97352  0.23
H -2.01749 -0.92021 2.78655  0.25
H -2.07049 -1.60389 0.91081  0.37
H -0.44210 -1.57211 -2.44109  0.37


[6]
Formula: C24H21F3IrN4SSb
Source: OMol25
Level of theory: ωB97M-V/def2-TZVPD

As for the molar mass: 768.5 g/mol. The calculation puts the frontier orbital gap (spin up / spin down) at 5.30 / 4.91 eV. The value obtained for the energy relative to the best compared isomer or geometry (same formula, charge and spin) is 58.5 kcal/mol. The multiplicity is 2. As for the net charge: +3. The calculation puts the total energy at -59525.1293 eV. The HOMO energy (spin up / spin down) is -17.48 / -17.44 eV.

Last column: Löwdin spin population.
CARTESIAN COORDINATES (ANGSTROEM)
Ir -0.54395 -0.37588 -0.13090  0.56
C -1.62479 -2.18744 2.45009  0.01
C -0.63789 -1.14592 2.85169  0.00
C -0.39991 -0.92742 4.21839  0.00
C 0.50949 0.00993 4.63597  0.00
C 1.20974 0.72564 3.66063  0.01
C 0.94177 0.47042 2.33382  0.03
N 0.01462 -0.42467 1.92038  0.01
Sb 2.19783 1.49630 1.00318  0.03
C 0.12233 0.98051 -1.49577  0.06
C 0.72013 2.07632 -2.05704  0.02
C 0.19035 2.40449 -3.31623  0.00
C -0.82175 1.65536 -3.89349  0.00
C -1.34545 0.52962 -3.25188  0.00
C -2.44069 -0.31345 -3.80403  0.00
N -0.79297 0.27071 -2.05862  0.00
C 2.69939 -0.26168 -0.02742  0.01
C 4.01988 -0.53762 -0.32909  0.01
C 4.29378 -1.78863 -0.88862  0.00
C 3.25992 -2.66190 -1.13732  0.01
C 1.93840 -2.30594 -0.83063  0.01
C 0.79159 -3.22782 -1.08661  0.00
N 1.68481 -1.10992 -0.27919  0.05
H -1.60451 -3.01207 3.16140  0.00
H -1.40930 -2.58274 1.46140  0.00
H -2.63652 -1.77456 2.46704  0.00
H -0.96750 -1.50236 4.93815  0.00
H 0.69276 0.18198 5.68868  0.00
H 1.94892 1.46667 3.94710  0.00
H 1.50823 2.66233 -1.60524  0.00
H 0.57886 3.27101 -3.83691  0.00
H -1.23521 1.94013 -4.85166  0.00
H -2.44507 -0.26282 -4.89054  0.00
H -3.40628 0.06903 -3.46095  0.00
H -2.34791 -1.35239 -3.49429  0.00
H 4.81399 0.17310 -0.13746  0.00
H 5.31524 -2.06649 -1.11602  0.00
H 3.45878 -3.62847 -1.58065  0.00
H 1.13738 -4.20470 -1.41709  0.00
H 0.14105 -2.81853 -1.86359  0.00
H 0.21648 -3.36564 -0.16757  0.00
F -5.14418 1.39578 0.71372  0.00
C -5.71961 0.24076 0.33632  0.00
F -6.44611 -0.22048 1.35234  0.00
F -6.52945 0.48982 -0.69157  0.00
C -4.66937 -0.77319 -0.06882  0.00
C -5.07370 -2.01555 -0.53211  0.00
C -4.12524 -2.95143 -0.95344  0.01
C -2.79577 -2.60589 -0.91728  0.02
N -2.41785 -1.40504 -0.44314  0.11
C -3.30708 -0.51460 -0.01700  0.01
S -2.42509 0.84812 0.59932  0.03
H -6.13092 -2.25259 -0.56372  0.00
H -4.41572 -3.93211 -1.30200  0.00
H -2.02118 -3.28181 -1.25301  0.00